Below is C8H15N3 as an isolated structure, with properties calculated with the ωB97M-V functional and the def2-TZVPD basis.

XYZ file:
```
26
Properties=species:S:1:pos:R:3:forces:R:3
C -2.01915 -3.14134 -1.21081 -2.41 -0.86 0.83
H -2.13480 -3.73470 -2.15145 1.15 0.95 0.14
H -1.79296 3.62320 0.86427 0.13 -0.64 0.18
H 0.77403 1.85915 -1.03342 0.51 2.99 0.62
C -1.24074 -2.21624 -0.76889 0.79 0.68 -0.29
H 3.52236 -0.58521 0.08273 0.62 -0.48 0.27
C -1.42944 2.81187 0.22608 3.77 -0.09 -0.05
H -1.87588 1.17335 1.36852 -1.89 -1.60 1.19
N -0.61134 0.44957 -0.10650 2.12 -0.38 -0.96
H 1.95674 -1.79365 1.99061 0.32 -0.08 -0.04
C -1.01780 1.45059 0.88008 1.07 3.34 0.93
H -3.00899 -3.56712 -0.74093 1.84 1.09 0.25
H 2.59116 -2.28594 0.37420 -0.43 -0.73 0.30
H -0.55402 3.19001 -0.37798 -0.62 0.19 1.01
H -1.34016 0.13836 -0.70366 -1.42 0.66 -1.23
H 0.96256 -2.94189 1.12816 1.28 0.60 -0.60
H 0.55438 0.53635 -1.92186 -0.19 -0.85 -0.77
H 3.51394 0.86804 -0.86929 -1.72 -1.42 1.08
N 2.94888 0.09784 -0.36371 0.74 1.52 -0.51
H -2.06867 2.60905 -0.54472 -2.47 -0.47 -1.70
H -0.23163 1.59156 1.67219 -0.45 -0.37 -0.99
C -0.32498 -0.89060 0.45661 -3.31 -1.81 0.43
C 1.69101 -2.08821 0.97095 0.38 -2.85 2.06
N 0.99142 -1.06257 0.37779 2.08 4.40 -1.98
C 0.64011 0.85977 -0.90566 -0.99 -3.03 1.05
C 1.66027 0.00214 -0.21076 -0.89 -0.76 -1.20
```
Positions in Å, forces in eV/Å.

Computed properties:
* E_HOMO (spin up / spin down): -16.515 / -16.515 eV
* frontier orbital gap (spin up / spin down): 7.91 / 7.91 eV
* energy above the lowest of the compared OMol25 structures with the same formula, charge and spin: 575.9 kJ/mol
* 2S+1: 1
* net charge: +2
* LUMO (spin up / spin down): -8.6074 / -8.6071 eV

Results of the Löwdin charge analysis, in e, for atoms 1 through 5: number 1, C, carries 0.019; number 2, H, carries 0.125; number 3, H, carries 0.114; number 4, H, carries 0.104; number 5, C, carries 0.184

Below is one molecule with the formula C6H10N2, with properties calculated with the ωB97M-V functional and the def2-TZVPD basis.

XYZ file:
```
18
Properties=species:S:1:pos:R:3:forces:R:3
C 0.77316 -0.68383 0.19827 1.73 -2.16 2.12
H -2.30413 0.91359 1.63706 0.11 -1.40 -1.01
H 2.52420 -0.44218 -1.43652 -1.04 -0.09 -1.40
N -0.14146 0.09285 -0.09094 -2.33 0.20 -0.79
C 2.50642 1.02384 0.18278 2.49 -1.64 1.88
C 2.94173 -0.29526 -0.49072 3.04 0.61 -0.55
H -2.51188 1.46194 -1.11832 0.64 -1.09 1.21
H 3.09498 1.31542 1.05735 0.40 0.82 -0.92
C -1.47870 -0.49776 -0.20935 -2.49 3.41 1.52
H -1.75206 -1.50814 -0.40213 0.99 -1.02 -0.17
H 3.92444 -0.86323 -0.49397 -0.87 1.30 0.71
H -3.69106 0.11817 -1.13761 2.67 -0.33 0.81
H 0.66723 -1.78683 0.38028 -0.11 0.75 -0.52
H 1.81496 1.72740 -0.17294 -0.83 0.47 -0.96
C -2.64300 0.43045 -0.68083 -1.75 0.00 1.11
H -3.30871 -0.79008 1.24465 2.07 2.50 -0.67
C -2.51425 0.06838 0.91678 -1.02 -1.07 -2.43
N 2.09812 -0.28474 0.61617 -3.69 -1.24 0.06
```
Positions in Å, forces in eV/Å.

Computed properties:
* SMILES string: C(=N\C1CC1)/N1CC1
* E_HOMO: -9.192 eV
* frontier orbital gap: 10.36 eV
* energy above the lowest of the compared OMol25 structures with the same formula, charge and spin: 455.2 kJ/mol
* 2S+1: 1
* net charge: 0
* LUMO: 1.1683 eV

Results of the Löwdin charge analysis, in e, for atoms 1 through 5: number 1, C, carries -0.222; number 2, H, carries 0.087; number 3, H, carries 0.074; number 4, N, carries 0.098; number 5, C, carries -0.084